{
  "formula": "C6H10O",
  "method": "wB97M-V/def2-TZVPD",
  "lumo_energy_ev": 1.1,
  "e_homo_ev": -8.838,
  "max_force_ha_per_bohr": 0.014,
  "multiplicity": 1,
  "gap_ev": 9.9,
  "smiles": "C=C1CO[C@H]2C[C@@H]12.[H][H]",
  "symbols": ["H", "H", "H", "C", "H", "C", "H", "H", "C", "H", "H", "C", "O", "H", "C", "H", "C"],
  "xyz": [[-2.388, -0.866, -1.086], [2.420, -0.200, -1.267], [1.329, -1.507, -0.609], [-1.517, -0.230, -1.166], [-0.637, -1.968, 1.018], [-0.599, -0.162, -0.212], [2.311, 0.720, 1.262], [-1.720, 1.748, -0.013], [1.673, -0.474, -0.545], [-1.407, 0.379, -2.062], [-1.312, -0.496, 1.772], [0.639, 0.620, -0.301], [0.748, -0.599, 1.712], [0.724, 1.586, -0.792], [1.513, 0.148, 0.802], [-1.253, 2.184, 0.368], [-0.523, -0.884, 1.119]],
  "atomic_forces_ev_per_a": [[-0.0338, -0.0294, -0.0028], [0.6483, -0.0417, 0.2718], [-0.0337, 0.3562, -0.2267], [-0.0134, -0.2370, 0.0336], [-0.0734, 0.1410, 0.0070], [-0.4530, 0.0262, 0.0128], [-0.2705, 0.0510, 0.0035], [-0.0222, 0.5090, 0.2734], [0.5745, -0.0884, -0.1664], [-0.0982, -0.1582, 0.1758], [0.0750, -0.1117, 0.0942], [0.1400, -0.3841, -0.5482], [0.0025, -0.0794, 0.0012], [-0.0795, -0.3268, 0.0212], [0.2141, 0.0787, -0.0189], [-0.2682, 0.4320, 0.1136], [-0.3084, -0.1375, -0.0451]]
}